Record 1
This record from OMol25 describes C23H41AlN2P3Se as an isolated structure at a distorted geometry. The level of theory is ωB97M-V/def2-TZVPD.

The max |F| comes out at 2.48 eV/Å. As for the charge: +3. The orbital gap (spin up / spin down) is 3.81 / 4.43 eV. The energy above the lowest of the compared OMol25 structures with the same formula, charge and spin is 560.3 kJ/mol.

Each line ends with the Löwdin charge.
Element x y z (Å)
Al -0.0967 0.5136 -3.6047  0.6089
P -2.2188 -1.4876 1.0584  0.8575
P 1.6289 0.0990 1.2891  0.6713
P 1.6320 -1.3448 -2.8887  0.7628
H -2.1653 2.5831 -4.1845  0.0752
C -2.4899 1.6415 -4.7023  -0.0232
C -2.5700 0.3761 -4.2400  -0.0691
H -2.2967 -0.0784 -3.2426  0.0339
C -3.8318 -1.9693 1.6976  -0.1932
C -1.0492 -2.7128 1.6741  -0.1958
C -2.2874 -1.7297 -0.7262  -0.2102
C 2.8619 1.3590 0.9952  -0.2532
C 1.2623 0.2047 3.0467  -0.2345
C 2.6756 -1.4108 1.1245  -0.1967
C 1.3491 -2.0297 -4.5806  -0.2829
C 1.6867 -2.9232 -1.9116  -0.2500
C 3.4312 -0.9423 -2.9601  -0.2337
H -2.8768 1.9115 -5.6886  0.1135
H -3.1927 -0.2689 -4.8815  0.1024
H -4.6106 -1.2216 1.4827  0.0819
H -3.7771 -2.1400 2.7873  0.0755
H -4.1015 -2.9271 1.2080  0.0857
H -0.7825 -2.5341 2.7313  0.0705
H -0.1088 -2.7756 1.1002  0.0376
H -1.5539 -3.6831 1.6166  0.0822
H -2.7106 -0.7986 -1.1546  0.0539
H -2.9589 -2.5763 -0.9511  0.0844
H -1.2815 -1.9011 -1.1582  0.0376
H 3.6679 1.1738 1.7023  0.0808
H 2.4104 2.3280 1.2094  0.0420
H 3.2402 1.3191 -0.0306  0.0653
H 2.1412 -0.1889 3.5525  0.0784
H 0.3687 -0.3950 3.2667  0.0469
H 1.1086 1.2580 3.2676  0.0452
H 3.3691 -1.3407 1.9776  0.0813
H 3.2514 -1.3973 0.1771  0.0421
H 2.0692 -2.3246 1.2344  0.0434
H 2.2575 -2.5009 -4.9689  0.0689
H 1.0136 -1.2552 -5.2962  0.0201
H 0.5410 -2.7748 -4.5200  0.0638
H 2.1924 -3.7075 -2.4895  0.0724
H 0.6517 -3.2356 -1.6971  0.0325
H 2.2293 -2.7907 -0.9668  0.0044
H 3.9589 -1.5108 -3.7411  0.0704
H 3.9370 -1.1498 -2.0052  0.0413
H 3.5303 0.1360 -3.1661  0.0382
C -0.0548 2.1975 -1.2236  -0.4642
C -0.8521 2.0956 -2.3994  -0.2049
C -0.1623 2.4666 -3.6943  -0.2246
C 1.3029 2.3464 -3.5994  -0.1257
C 1.8648 3.0110 -2.4577  0.0189
C 1.1182 2.9506 -1.2796  -0.1280
Se -0.2744 1.4144 0.6320  0.9063
H -1.7359 -0.1428 1.1977  -0.1132
H -1.9519 2.1503 -2.3727  0.1298
H -0.4967 2.5630 -4.7554  0.1427
H 1.8290 2.3416 -4.5330  0.1154
H 2.8727 3.4699 -2.5451  0.1546
H 1.5205 3.3573 -0.3636  0.0983
N -0.3804 0.2024 8.5051  0.2020
C -0.7284 0.6245 7.4726  -0.1423
C -1.1607 1.1456 6.1806  -0.2005
C -2.0960 0.4386 5.4062  -0.0051
C -2.4256 0.9427 4.1357  -0.1604
N -1.8444 2.0386 3.6512  0.0312
C -1.0010 2.7442 4.4008  -0.1442
C -0.6025 2.3156 5.6575  -0.0001
H -2.5806 -0.4818 5.7658  0.1300
H -3.1838 0.3713 3.5725  0.0946
H -0.5913 3.6570 3.9618  0.1225
H 0.1090 2.9034 6.2419  0.1373

***

Record 2
This record from OMol25 describes a 3-piece molecular cluster, C23H41Br2ClNO7 overall. The level of theory is ωB97M-V/def2-TZVPD.

The max |F| comes out at 0.23 eV/Å. As for the charge: +1. The orbital gap is 9.38 eV. The energy above the lowest of the compared OMol25 structures with the same formula, charge and spin is 0.0 kJ/mol.

Each line ends with the Löwdin charge.
Element x y z (Å)
C -0.5406 -4.7853 0.7774  -0.0907
C 0.0903 -3.6235 0.0207  -0.2132
C -0.9559 -2.6170 -0.4186  -0.2046
O -0.3056 -1.3710 -0.6820  -0.0984
C -0.9415 -0.4162 -1.5038  -0.4622
C -1.1120 -0.9257 -2.9288  0.0008
C 0.0556 0.7528 -1.4898  -0.0869
C 0.0843 1.4159 -0.1127  -0.3277
C 1.3409 2.2657 0.1252  -0.6692
Br 1.1086 3.4192 1.6849  0.7999
C 1.9092 3.0509 -1.0463  -0.7570
C 3.2159 3.7554 -0.7425  -0.1537
Br 0.6265 4.3322 -1.8008  0.7521
C -1.2230 2.1828 0.0905  -0.1427
N -2.3097 1.5494 -0.7468  0.0954
C -2.2985 0.0302 -0.8347  -0.1390
C -3.6248 -0.3786 -1.4944  -0.1591
C -4.2321 -1.7051 -0.9964  -0.6843
C -5.6702 -1.5904 -0.4926  -0.1015
Cl -4.1300 -2.9376 -2.3018  0.6611
H 0.2246 -5.5008 1.0694  0.0584
H -1.0288 -4.4281 1.6875  0.0777
H -1.2896 -5.3064 0.1776  0.0808
H 0.8091 -3.1012 0.6552  0.1199
H 0.6372 -3.9897 -0.8494  0.1097
H -1.4815 -2.9560 -1.3152  0.0989
H -1.6943 -2.4843 0.3839  0.1138
H -1.4359 -0.1321 -3.6062  0.1025
H -0.1406 -1.2869 -3.2672  0.1115
H -1.8220 -1.7480 -3.0046  0.0442
H -0.1748 1.4840 -2.2724  0.1129
H 1.0195 0.3113 -1.7424  0.1485
H 0.1229 0.5982 0.6091  0.1494
H 2.1344 1.5888 0.4435  0.1092
H 2.0400 2.3471 -1.8669  0.0837
H 3.7862 3.9026 -1.6578  0.0873
H 3.8160 3.1550 -0.0554  0.0898
H 3.0548 4.7266 -0.2794  0.0631
H -1.1454 3.2124 -0.2468  0.0533
H -1.5696 2.1695 1.1209  0.1250
H -2.2608 1.9346 -1.6923  0.1834
H -3.2170 1.8298 -0.3773  0.1755
H -2.2658 -0.2969 0.2071  0.1661
H -4.3629 0.4115 -1.3186  0.1134
H -3.5009 -0.4216 -2.5748  0.0982
H -3.6022 -2.1195 -0.2132  0.0698
H -6.3825 -1.8590 -1.2706  0.0748
H -5.8956 -0.5719 -0.1737  0.0752
H -5.8369 -2.2526 0.3545  0.0855
C 0.9171 7.0539 3.0031  -0.0381
C 0.0924 7.3784 4.2213  -0.3298
C -1.0101 8.4054 4.0147  -0.0980
O -1.0618 9.0697 5.2757  0.0640
C 0.1387 8.9221 5.8933  -0.5565
O 0.4699 9.4893 6.8780  0.1818
O 0.9004 8.0274 5.2149  0.0816
H 1.6296 6.2568 3.2102  0.0668
H 0.2659 6.7355 2.1864  0.0791
H 1.4706 7.9369 2.6830  0.0963
H -0.3134 6.4715 4.6809  0.1560
H -1.9861 7.9783 3.7999  0.1351
H -0.7385 9.1281 3.2400  0.1387
C 5.2510 -7.8826 -2.0535  -0.0198
C 3.9788 -7.7550 -1.2596  -0.3163
C 2.7935 -7.1670 -2.0082  -0.0854
O 2.0947 -6.4475 -0.9837  0.0458
C 2.9702 -6.1625 0.0123  -0.5639
O 2.7267 -5.4522 0.9352  0.1576
O 4.1395 -6.7939 -0.1930  0.0915
H 6.0248 -8.3869 -1.4790  0.0897
H 5.0618 -8.4636 -2.9575  0.0939
H 5.6120 -6.8951 -2.3412  0.0939
H 3.7026 -8.7024 -0.7897  0.1594
H 2.1244 -7.9056 -2.4398  0.1384
H 3.1204 -6.4595 -2.7746  0.1377

***

Record 3
This record from OMol25 describes one molecule with the formula C23H41BrCl2FINO7PS at a distorted geometry. The level of theory is ωB97M-V/def2-TZVPD.

The max |F| comes out at 9.13 eV/Å. The orbital gap is 8.08 eV. As for the SMILES: CCCCN(CCF)[C@](CCCCCOC(C)=O)([C@@](CCO)(CCCI)OC(Cl)(Cl)CC(=O)Br)P(O)(O)=S.

Each line ends with the Löwdin charge.
Element x y z (Å)
C 0.1055 -4.9643 1.3706  -0.1432
C -1.1258 -5.0428 0.2754  -0.2526
C -1.9602 -3.6405 0.1005  -0.1857
C -1.2169 -2.6656 -1.0499  -0.2194
N -1.5123 -1.2203 -0.9191  -0.1647
C -2.5392 -0.8815 -1.9253  -0.1656
C -3.9066 -1.8615 -1.9077  -0.0973
F -4.9774 -1.1795 -2.7205  -0.1460
C -0.4121 -0.2696 -0.6113  -0.3295
C 0.2614 -0.8936 0.7693  -0.1206
C 1.7044 -1.6238 0.6963  -0.2291
C 3.0026 -0.5655 0.6689  -0.1969
C 4.1753 -0.9940 -0.3888  -0.1713
C 5.5573 -0.1953 0.1122  -0.1816
O 6.0370 0.6747 -0.9714  -0.1017
C 5.7434 2.0948 -0.7298  -0.2635
C 5.1242 3.0290 -1.9715  -0.0217
O 5.9723 2.7656 0.4164  -0.0549
C -0.9133 1.2637 -0.0931  -0.2923
C -1.4413 2.2474 -1.3239  -0.0934
C -2.8280 3.0742 -1.0458  -0.2318
O -2.8245 4.1961 -2.0465  -0.1474
C -1.9269 1.2203 1.1784  -0.1229
C -3.3756 0.4920 1.0060  -0.2852
C -4.3045 0.8075 2.3592  -0.5575
I -4.0786 -0.9510 3.7150  0.6408
O 0.3384 1.9216 0.2366  -0.2564
C 0.4939 2.9221 1.1981  -0.9330
Cl -0.4976 4.5215 1.0082  0.6196
Cl 2.2142 3.6079 0.6881  0.5695
C 0.7728 2.5395 2.7673  -0.1870
C -0.4541 2.7067 3.8177  -0.6122
O -1.2126 3.7723 4.0638  -0.0961
Br -0.8676 1.0984 5.0079  0.5906
P 0.7488 -0.1384 -2.1052  0.5181
O -0.0267 0.3475 -3.6305  -0.3190
O 2.0737 1.0307 -1.9638  -0.2887
S 1.6498 -1.7413 -2.7359  0.3666
H 1.0212 -4.3626 0.9510  0.0506
H 0.4934 -6.0824 1.5153  0.0860
H -0.2143 -4.4882 2.4100  0.0886
H -1.8258 -5.9397 0.6121  0.1143
H -0.6342 -5.2792 -0.7825  0.1195
H -3.0567 -3.9503 -0.2494  0.1024
H -2.1053 -3.0754 1.1236  0.0953
H -1.5049 -3.1659 -2.0977  0.1410
H -0.0872 -3.0079 -0.9185  0.0791
H -2.1454 -1.0190 -3.0444  0.1306
H -3.0964 0.1663 -1.7820  0.1185
H -3.6882 -2.9214 -2.3548  0.1212
H -4.3181 -1.8783 -0.8034  0.1216
H 0.4427 -0.1014 1.6440  0.1074
H -0.4690 -1.6518 1.3408  0.1328
H 1.8264 -2.5250 -0.0305  0.0575
H 1.8259 -2.1324 1.7768  0.1218
H 3.5281 -0.5488 1.7421  0.1169
H 2.6066 0.5526 0.5335  0.0951
H 4.0114 -0.6485 -1.4939  0.0795
H 4.4314 -2.1556 -0.3041  0.1288
H 5.4356 0.3222 1.1537  0.1236
H 6.3973 -1.0304 0.2611  0.1371
H 4.0473 2.7054 -2.2945  0.0625
H 5.7968 3.0153 -2.9300  0.0891
H 5.0373 4.1767 -1.6544  0.1018
H -0.6431 3.0867 -1.6203  0.1376
H -1.6751 1.7000 -2.3247  0.1039
H -3.7661 2.4118 -1.3732  0.1334
H -2.9431 3.5856 -0.0140  0.0956
H -2.1368 4.8473 -1.6921  0.0920
H -2.1869 2.3232 1.5617  0.1064
H -1.4765 0.7218 2.1679  0.0910
H -4.0130 0.8179 0.0847  0.0950
H -3.2909 -0.6941 0.9754  0.0597
H -5.4171 0.7640 1.9816  0.0640
H -4.0124 1.8105 2.8866  0.0725
H 1.6304 3.2602 3.1885  0.1396
H 1.2371 1.4508 2.9266  0.1278
H -0.3237 -0.4720 -4.1275  0.0529
H 1.6881 1.9067 -2.2605  0.0692

***

Record 4
This record from OMol25 describes a 10-piece molecular cluster, C23H41Cl18N overall at a distorted geometry. The level of theory is ωB97M-V/def2-TZVPD.

The max |F| comes out at 2.78 eV/Å. The orbital gap is 9.85 eV. As for the SMILES: c1ccncc1.ClCCCl.ClCCCl.ClCCCl.ClCCCl.ClCCCl.ClCCCl.ClCCCl.ClCCCl.ClCCCl. The energy above the lowest of the compared OMol25 structures with the same formula, charge and spin is 76.5 kJ/mol.

Each line ends with the Löwdin charge.
Element x y z (Å)
N 0.8256 0.6388 -0.0334  0.0723
C -0.3620 1.2188 0.3159  -0.1333
C -1.6279 0.7173 -0.1132  -0.0561
C -1.6652 -0.4746 -0.8459  -0.1312
C -0.4497 -1.0405 -1.1915  -0.1165
C 0.7551 -0.4678 -0.7994  -0.1582
H -0.2454 2.1167 0.9044  0.0372
H -2.5301 1.2857 0.0583  0.0844
H -2.5672 -0.8256 -1.3250  0.0370
H -0.4180 -1.8665 -1.8865  0.0412
H 1.5901 -1.0160 -1.2099  0.0598
Cl -1.0774 3.5441 3.3811  0.5869
C -1.8524 2.2355 4.2297  -0.6901
C -2.8481 1.4958 3.3273  -0.7045
Cl -4.0228 2.5090 2.4933  0.5702
H -2.4293 2.6616 5.0505  0.0659
H -1.1888 1.6005 4.8167  0.0407
H -3.4312 0.7730 3.8980  0.0660
H -2.1447 1.0574 2.6194  0.0274
Cl 1.7294 5.7409 1.5427  0.5680
C 1.3550 5.1972 -0.1752  -0.5991
C 0.0336 5.7092 -0.6665  -0.6692
Cl -1.2823 4.8124 0.0671  0.5920
H 1.3915 4.1132 -0.2832  0.0586
H 2.1489 5.5342 -0.8417  0.0764
H 0.0489 5.6590 -1.7553  0.0786
H -0.1003 6.7368 -0.3285  0.0655
Cl -5.2458 -1.5575 0.9747  0.5581
C -3.8009 -2.2646 1.7214  -0.6577
C -3.3363 -3.5259 0.9625  -0.6270
Cl -3.0974 -3.1565 -0.7379  0.5987
H -4.0477 -2.5953 2.7302  0.0711
H -3.0509 -1.4793 1.8160  0.0427
H -4.1775 -4.2187 0.9851  0.0639
H -2.4339 -4.0242 1.3167  0.0519
Cl -3.0051 -2.1814 -4.1490  0.5129
C -1.6205 -2.5819 -5.2592  -0.5895
C -0.2503 -1.8791 -4.8400  -0.6126
Cl -0.4889 -0.1102 -4.9165  0.5370
H -1.9382 -2.4535 -6.2940  0.0645
H -1.4223 -3.6511 -5.1852  0.0595
H 0.6345 -2.1620 -5.4104  0.0741
H 0.0155 -2.1115 -3.8088  -0.0010
Cl 4.1935 -1.1537 -2.4325  0.5760
C 5.3708 -0.4583 -1.3272  -0.6768
C 5.7065 -1.2898 -0.0928  -0.6733
Cl 4.3161 -1.3673 0.9239  0.6237
H 4.9472 0.5153 -1.0805  0.0554
H 6.3208 -0.2477 -1.8183  0.0767
H 6.4961 -0.8266 0.4988  0.0731
H 6.1316 -2.2874 -0.2031  0.0769
Cl -0.9576 -1.2106 4.5789  0.5698
C 0.8106 -1.5193 4.4890  -0.6044
C 1.2054 -1.4259 3.0320  -0.6802
Cl 0.4371 -2.7210 2.0874  0.6134
H 0.9612 -2.4891 4.9631  0.0732
H 1.2840 -0.6794 4.9975  0.0439
H 2.2721 -1.6007 2.8915  0.0353
H 0.9449 -0.4695 2.5787  0.0294
Cl 0.7166 -4.5263 -2.2128  0.5224
C 1.3157 -4.7859 -0.5161  -0.6074
C 0.3469 -5.7952 0.1896  -0.7208
Cl 0.6907 -7.3866 -0.3670  0.6052
H 1.3267 -3.7679 -0.1267  -0.0092
H 2.3631 -5.0743 -0.6044  0.0655
H -0.6680 -5.4841 -0.0581  0.0485
H 0.5345 -5.7190 1.2606  0.0567
Cl 2.3113 1.7241 3.8284  0.5995
C 2.5104 2.7848 2.4172  -0.6900
C 3.6379 2.2589 1.5012  -0.6942
Cl 5.1641 2.3085 2.3507  0.5642
H 2.8449 3.7571 2.7789  0.0117
H 1.5829 2.9301 1.8632  0.0106
H 3.7838 2.8310 0.5850  0.0667
H 3.5440 1.2160 1.1986  -0.0058
Cl -4.8130 2.7105 -2.3817  0.5537
C -3.1695 2.4375 -2.9758  -0.6739
C -2.9925 2.9318 -4.4438  -0.6606
Cl -2.1393 4.4415 -4.3832  0.5683
H -2.9208 1.3767 -2.9441  0.0461
H -2.5416 2.9235 -2.2289  0.0214
H -3.9135 3.1588 -4.9806  0.0604
H -2.3251 2.2659 -4.9910  0.0320

***

no.,E (Eh)
1,-4677.1881
2,-7090.4579
3,-6113.4619
4,-9239.1769